(1)
30
Properties=species:S:1:pos:R:3 method="wB97M-V/def2-TZVPD" e_homo_ha=-0.293 lumo_energy_ha=0.0096 total_charge=0 energy_ev=-60645.03307 spin_multiplicity=1
Cu -0.7195 -0.0148 0.5289
N -5.9749 -2.8048 2.3789
N -2.2756 -0.3186 1.4748
N -4.3740 -0.9278 2.5388
N 0.4682 -1.0093 -0.9850
N 0.8323 1.4696 0.3549
C 0.6145 -2.4355 -0.6655
C 0.2525 2.8176 0.2824
C 1.6526 1.3524 1.5694
C -3.2878 -0.6586 1.9553
C -0.2476 -0.8585 -2.2591
C -5.1995 -1.9433 2.4232
C 1.6172 1.1648 -0.8458
C 1.7715 -0.3403 -1.0261
H -0.3732 2.9903 1.1563
H 2.4913 2.0610 1.5493
H 0.3221 -1.2998 -3.0885
H 1.0369 1.5585 2.4436
H -0.3704 -2.8931 -0.5930
H -0.3704 2.9023 -0.6067
H -0.4259 0.1939 -2.4768
H 1.1957 -2.9649 -1.4332
H -1.2143 -1.3551 -2.1917
H 2.3847 -0.7475 -0.2225
H 1.1154 -2.5477 0.2950
H 1.0318 3.5910 0.2453
H 2.6066 1.6345 -0.7975
H 2.2912 -0.5493 -1.9690
H 1.0995 1.5903 -1.7046
H 2.0492 0.3429 1.6687

***

(2)
27
Properties=species:S:1:pos:R:3 method="wB97M-V/def2-TZVPD" e_homo_ha="-0.530 / -0.530" lumo_energy_ha="-0.2181 / -0.2179" total_charge=+1 energy_ev=-14241.38046 spin_multiplicity=1 relative_energy_kcal_mol=55.35
F -2.6578 0.4114 -0.7855
N -1.0620 -0.0868 -0.2110
N -0.3527 1.0175 -0.0600
C -1.3490 -0.7968 0.9378
C 0.7537 -1.5617 -0.8293
C -1.0390 1.9924 0.7628
C -0.5210 -0.9660 -1.3454
C 1.7170 1.0765 -1.2350
C 0.0478 -1.1312 1.5119
C 1.0804 -0.7996 0.4965
C 1.0685 0.6840 0.0675
H 0.2571 -0.7498 2.4704
H 2.0282 -1.0418 0.8823
H -0.5300 2.8884 0.4716
H 2.7697 0.6608 -1.3475
H 1.5522 -1.6587 -1.4549
H 1.4735 1.4713 0.8657
H 1.8918 2.1969 -1.3008
H 1.0772 0.9849 -2.0669
H -0.9700 1.9155 1.8768
H -0.0757 -2.2156 1.7345
H -1.4424 -1.6233 -1.6315
H 0.6242 -2.6740 -0.4981
H -2.1321 2.1805 0.4885
H -2.0448 -0.3194 1.5440
H -1.8252 -1.6899 0.6774
H -0.3396 -0.1654 -2.0218

***

(3)
34
Properties=species:S:1:pos:R:3 method="wB97M-V/def2-TZVPD" s2=0.75 e_homo_ha="-0.149 / -0.149" lumo_energy_ha="0.1002 / 0.0757" total_charge=-1 energy_ev=-39942.30934 spin_multiplicity=2
Hg -0.4300 -1.3167 -0.1073
S -2.9828 -3.1875 0.0371
O -0.2884 -0.2017 -2.4547
O -2.4240 -1.6367 -0.0252
O -3.9352 -3.3776 1.1420
O -0.1504 -0.2908 2.2749
O -3.8803 -3.5419 -1.0562
O -1.6299 -3.8511 0.0933
O -0.8684 1.3968 -0.0930
O 1.5650 -0.9551 -0.5119
C -0.6873 1.1509 -2.4592
C 1.0770 -0.4294 2.9996
C -0.7395 0.9884 2.2802
C 1.9791 -0.2976 -1.6522
C 2.3080 -0.0108 2.2792
C -0.2926 1.8578 1.1084
C 1.0214 -0.5049 -2.8141
C -0.3197 1.9827 -1.2343
H 2.1117 0.7892 -1.4861
H 0.7994 1.8127 1.0402
H 2.5991 1.0232 2.3076
H 1.0227 -1.5791 -3.0049
H 2.7952 -0.7031 1.5898
H -0.7602 2.9767 -1.4014
H -0.5657 1.4915 3.2412
H 0.7637 2.0524 -1.1252
H -1.8059 0.7768 2.1927
H 1.3265 0.0358 -3.7212
H -0.6114 2.8879 1.2964
H -1.7747 1.0896 -2.5438
H 1.0967 -1.4833 3.2108
H 2.9616 -0.6934 -1.9936
H -0.2749 1.6252 -3.3737
H 0.9944 0.1231 3.9648

***

(4)
28
Properties=species:S:1:pos:R:3 method="wB97M-V/def2-TZVPD" e_homo_ha="-0.425 / -0.389" lumo_energy_ha="-0.1604 / -0.1867" total_charge=+1 energy_ev=-21672.02446 spin_multiplicity=1 relative_energy_kcal_mol=68.62
I 0.7290 -4.0789 -1.3646
O -0.0193 -2.4527 -0.6349
N 1.5060 0.4130 -1.1753
N -0.4246 0.8785 0.2122
C -0.1650 1.7936 2.6487
C -1.0365 1.0322 1.6367
C 0.8312 -0.2546 -2.1454
C -0.4653 -0.6776 -1.7668
C 1.0388 0.5174 0.1831
C 1.5617 -0.9234 -3.2497
C -1.1363 -0.0466 -0.7116
C -1.5845 -0.2669 2.3104
H -0.5210 1.7362 -0.1678
H 2.4347 0.6834 -1.2434
H 2.6099 -0.9960 -3.2040
H -1.8384 1.6422 1.4511
H -0.9601 -1.4416 -2.3422
H 0.5781 1.0367 2.9988
H 1.2255 -0.4698 0.6240
H -2.7256 -0.1695 2.5243
H 1.4939 1.3120 0.7230
H 1.3027 -0.2987 -4.1652
H -1.2134 -0.5306 3.3641
H -2.2227 -0.0792 -0.4314
H -0.9556 2.0128 3.4876
H -1.3884 -1.2390 1.7102
H 1.1239 -1.8550 -3.5118
H 0.2216 2.7221 2.2400